Entry 1:
{
  "formula": "C11H13N5O2",
  "method": "ωB97M-V/def2-TZVPD",
  "gap_ev": 9.15,
  "charge": 0,
  "relative_energy_kcal_mol": 9.4,
  "lumo_ev": 0.67,
  "total_energy_ev": -23162.5124,
  "smiles": "CCOc1cccc(C(=O)Nc2nnn(C)n2)c1",
  "symbols": ["C", "C", "O", "C", "C", "C", "C", "C", "C", "O", "N", "C", "N", "N", "N", "C", "N", "C", "H", "H", "H", "H", "H", "H", "H", "H", "H", "H", "H", "H", "H"],
  "xyz": [[1.90, 2.33, 1.30], [2.00, 1.39, 2.49], [2.57, 0.14, 2.15], [1.85, -0.76, 1.43], [2.57, -1.86, 0.97], [1.95, -2.87, 0.26], [0.59, -2.79, 0.00], [-0.13, -1.69, 0.44], [-1.59, -1.67, 0.20], [-2.33, -2.59, 0.46], [-2.15, -0.51, -0.32], [-1.57, 0.54, -0.97], [-0.25, 0.83, -1.05], [-0.17, 1.90, -1.76], [-1.38, 2.25, -2.10], [-1.68, 3.40, -2.89], [-2.30, 1.43, -1.63], [0.49, -0.68, 1.16], [2.89, 2.53, 0.91], [1.44, 3.27, 1.60], [1.31, 1.88, 0.50], [1.01, 1.25, 2.97], [2.68, 1.80, 3.24], [3.63, -1.91, 1.19], [2.52, -3.72, -0.08], [0.08, -3.58, -0.54], [-3.15, -0.55, -0.44], [-0.73, 3.89, -3.13], [-2.19, 3.10, -3.81], [-2.32, 4.08, -2.33], [-0.10, 0.15, 1.52]],
  "mulliken_charge": [-0.589, -0.457, -0.468, 0.309, -0.558, -0.588, -0.818, 0.464, -0.040, -0.612, -0.083, 0.492, 0.040, -0.899, 1.004, -0.750, -0.906, 0.278, 0.307, 0.337, 0.012, 0.331, 0.323, 0.447, 0.374, 0.457, 0.262, 0.320, 0.295, 0.291, 0.426]
}

***

Entry 2:
{
  "formula": "C21H36Cl2N3O4Tl",
  "method": "ωB97M-V/def2-TZVPD",
  "gap_ev": [8.31, 4.22],
  "charge": 0,
  "relative_energy_kcal_mol": 12.2,
  "lumo_ev": [0.48, -2.50],
  "total_energy_ev": -64758.2564,
  "symbols": ["O", "C", "C", "C", "H", "C", "H", "C", "H", "C", "H", "C", "H", "H", "C", "C", "H", "H", "H", "C", "C", "H", "H", "H", "H", "Tl", "Cl", "Cl", "C", "O", "N", "C", "C", "H", "H", "H", "H", "H", "H", "H", "H", "H", "C", "C", "N", "H", "C", "O", "H", "H", "H", "H", "C", "N", "C", "C", "C", "O", "H", "H", "H", "H", "H", "H", "H", "H", "H"],
  "xyz": [[-2.60, 0.52, -0.46], [-3.23, 1.56, -0.70], [-4.66, 1.59, -0.28], [-5.43, 0.41, -0.39], [-5.00, -0.46, -0.90], [-6.71, 0.36, 0.16], [-7.29, -0.56, 0.10], [-7.25, 1.50, 0.78], [-8.26, 1.47, 1.19], [-6.50, 2.68, 0.86], [-6.92, 3.57, 1.33], [-5.20, 2.72, 0.35], [-4.58, 3.61, 0.45], [-3.25, 3.68, -1.07], [-2.73, 2.63, -2.90], [-2.65, 2.80, -1.37], [-2.32, 3.50, -3.41], [-3.77, 2.50, -3.22], [-2.16, 1.73, -3.20], [-1.31, 2.92, -0.82], [-0.11, 3.24, -1.56], [-1.18, 2.70, 0.24], [-0.30, 3.48, -2.61], [0.57, 2.36, -1.50], [0.42, 4.08, -1.08], [-2.64, -1.74, 0.72], [-2.00, -2.48, -1.74], [-1.30, 0.82, 2.47], [0.82, -0.52, -1.05], [1.09, 0.61, -0.65], [1.75, -1.50, -1.20], [3.13, -1.18, -0.88], [1.49, -2.68, -2.00], [-0.20, -0.85, -1.33], [3.19, -0.82, 0.15], [3.51, -0.40, -1.55], [3.72, -2.09, -1.01], [0.43, -2.94, -1.92], [2.12, -3.51, -1.63], [1.73, -2.51, -3.06], [3.86, 1.61, 3.43], [1.22, 2.92, 4.36], [3.39, 2.13, 2.58], [1.17, 3.02, 3.26], [1.95, 1.98, 2.60], [3.80, 1.73, 1.65], [1.46, 0.75, 2.37], [2.10, -0.25, 2.14], [0.12, 2.94, 2.96], [0.25, 0.75, 2.39], [3.61, 3.20, 2.66], [1.59, 3.99, 2.98], [1.53, -4.87, 3.31], [0.93, -4.21, 2.17], [1.08, -4.83, 0.87], [0.32, -3.00, 2.24], [0.21, -2.37, 3.60], [-0.12, -2.49, 1.19], [1.88, -5.85, 2.97], [0.79, -5.02, 4.11], [2.37, -4.30, 3.72], [0.21, -4.62, 0.24], [1.98, -4.46, 0.36], [1.19, -5.91, 1.02], [1.21, -2.03, 3.91], [-0.45, -1.50, 3.53], [-0.18, -3.08, 4.34]],
  "mulliken_charge": [-0.132, -0.162, 0.376, -0.311, 0.578, -0.768, 0.392, -0.366, 0.383, -0.752, 0.376, -0.278, 0.366, 0.295, -1.734, 1.312, 0.480, 0.414, 0.309, -0.924, -0.916, 0.524, 0.322, 0.035, 0.292, 0.655, -0.615, -0.305, 0.048, -0.792, 0.538, -0.843, -0.796, 0.242, 0.138, 0.278, 0.365, 0.066, 0.317, 0.293, 0.319, 0.315, -0.932, -0.912, 0.245, 0.270, 0.600, -0.550, 0.316, -0.180, 0.332, 0.309, -0.964, 0.198, -0.934, 0.664, -1.221, -0.226, 0.301, 0.311, 0.315, 0.283, 0.235, 0.401, 0.262, 0.038, 0.507]
}

***

Entry 3:
{
  "formula": "C32H48BF7IrN6O5P2S3",
  "method": "ωB97M-V/def2-TZVPD",
  "spin_multiplicity": 2,
  "gap_ev": [7.62, 5.11],
  "charge": 0,
  "relative_energy_kcal_mol": 0.0,
  "lumo_ev": [-0.40, -2.81],
  "total_energy_ev": -126777.6614,
  "symbols": ["Ir", "F", "C", "F", "F", "C", "C", "C", "C", "N", "C", "S", "H", "H", "H", "F", "B", "F", "F", "F", "C", "C", "C", "O", "P", "S", "S", "O", "C", "C", "C", "H", "H", "H", "H", "H", "H", "H", "H", "H", "H", "H", "H", "H", "H", "O", "P", "N", "C", "C", "C", "C", "N", "C", "C", "C", "C", "N", "C", "C", "C", "C", "H", "H", "H", "H", "H", "H", "H", "H", "H", "H", "H", "H", "H", "H", "H", "H", "H", "H", "H", "H", "H", "H", "H", "H", "O", "C", "N", "C", "O", "C", "C", "C", "C", "C", "C", "H", "H", "H", "H", "N", "H", "H", "H"],
  "xyz": [[1.50, 0.12, 0.01], [-1.16, 4.34, 0.86], [0.05, 4.91, 0.94], [-0.05, 6.15, 0.42], [0.35, 5.04, 2.24], [1.10, 4.10, 0.21], [2.12, 4.73, -0.49], [3.08, 3.99, -1.15], [3.03, 2.61, -1.08], [2.05, 2.02, -0.40], [1.08, 2.72, 0.22], [-0.07, 1.54, 0.84], [2.14, 5.81, -0.52], [3.88, 4.47, -1.70], [3.76, 1.96, -1.55], [0.68, -0.40, 3.40], [1.91, 0.24, 3.40], [2.32, 0.33, 1.93], [2.90, -0.50, 3.99], [1.85, 1.53, 3.84], [4.53, 2.85, 1.86], [5.27, 1.60, 2.26], [6.78, 1.79, 2.26], [4.83, 0.50, 1.42], [5.29, -0.16, 0.07], [6.27, 0.91, -1.20], [3.51, -0.93, -0.75], [6.11, -1.46, 0.45], [5.97, -2.39, 1.57], [4.53, -2.84, 1.78], [6.58, -1.83, 2.84], [4.78, 3.65, 2.56], [3.45, 2.69, 1.90], [4.84, 3.17, 0.87], [4.95, 1.28, 3.25], [7.13, 2.15, 1.30], [7.29, 0.85, 2.48], [7.04, 2.51, 3.03], [6.57, -3.23, 1.23], [3.92, -2.00, 2.10], [4.52, -3.58, 2.58], [4.12, -3.28, 0.88], [5.96, -1.04, 3.26], [7.58, -1.45, 2.64], [6.65, -2.63, 3.58], [-1.74, -0.96, -0.11], [-3.23, -0.95, -0.13], [-3.92, -2.40, -0.58], [-3.30, -3.13, -1.71], [-3.23, -4.58, -1.24], [-4.41, -4.67, -0.27], [-4.33, -3.35, 0.47], [-3.79, -0.54, 1.36], [-2.95, -0.65, 2.57], [-3.78, 0.04, 3.67], [-4.87, 0.80, 2.91], [-5.13, -0.10, 1.71], [-3.94, 0.16, -1.13], [-3.53, 1.57, -0.99], [-3.82, 2.20, -2.36], [-4.81, 1.23, -3.01], [-4.35, -0.13, -2.51], [-2.31, -2.73, -1.94], [-3.92, -3.04, -2.61], [-2.29, -4.75, -0.70], [-3.28, -5.29, -2.06], [-4.35, -5.53, 0.41], [-5.34, -4.74, -0.83], [-3.58, -3.41, 1.27], [-5.28, -3.05, 0.91], [-1.99, -0.16, 2.40], [-2.75, -1.69, 2.83], [-3.17, 0.70, 4.28], [-4.23, -0.70, 4.32], [-4.49, 1.76, 2.55], [-5.76, 0.99, 3.50], [-5.60, 0.40, 0.86], [-5.78, -0.94, 2.00], [-2.47, 1.66, -0.73], [-4.11, 2.04, -0.20], [-2.89, 2.24, -2.94], [-4.20, 3.21, -2.27], [-4.81, 1.29, -4.10], [-5.82, 1.43, -2.65], [-3.52, -0.50, -3.12], [-5.14, -0.88, -2.52], [0.04, 2.07, -2.28], [0.04, 0.88, -2.51], [0.65, -0.12, -1.74], [0.37, -1.38, -2.31], [0.73, -2.45, -1.90], [-0.42, -1.14, -3.55], [-0.94, -2.04, -4.46], [-1.66, -1.51, -5.53], [-1.83, -0.13, -5.67], [-1.29, 0.76, -4.75], [-0.60, 0.22, -3.68], [-0.80, -3.10, -4.34], [-2.09, -2.17, -6.27], [-2.38, 0.25, -6.52], [-1.41, 1.83, -4.85], [0.79, -1.69, 0.76], [0.31, -1.54, 1.64], [1.58, -2.31, 0.91], [0.14, -2.13, 0.11]],
  "mulliken_charge": [3.567, -0.128, 0.521, -0.305, -0.257, 0.084, -0.494, -1.423, -0.702, 0.132, -0.027, -0.614, 0.520, 0.542, 0.707, -0.320, -0.183, -0.007, -0.285, -0.294, -1.179, 0.437, -1.451, -0.239, 1.137, -0.471, -0.690, -0.398, 0.620, -1.032, -1.286, 0.540, -0.063, 0.253, 0.232, 0.359, 0.195, 0.476, 0.355, -0.076, 0.551, 0.303, 0.054, 0.327, 0.506, 0.464, -1.211, 0.037, 0.232, -0.902, -0.754, -0.305, 0.716, 0.118, -0.720, -0.669, -0.620, 0.371, 0.169, -0.531, -0.852, 0.111, -0.373, 0.228, 0.282, 0.459, 0.411, 0.313, 0.229, 0.129, -0.284, 0.093, 0.383, 0.348, 0.185, 0.429, 0.323, 0.336, -0.423, 0.259, 0.021, 0.469, 0.432, 0.311, -0.289, 0.303, -0.538, -0.311, 0.220, -0.289, -0.647, 0.618, -0.305, -0.748, -0.660, -0.089, 0.114, 0.555, 0.423, 0.450, 0.432, -0.599, 0.272, 0.360, 0.014]
}

***

Entry 4:
{
  "formula": "C22H26N6O",
  "method": "ωB97M-V/def2-TZVPD",
  "gap_ev": 9.20,
  "charge": 0,
  "relative_energy_kcal_mol": 27.9,
  "lumo_ev": 0.52,
  "total_energy_ev": -34224.3633,
  "smiles": "Cc1ccc(-c2nnn(CC(=O)NC3CCN(Cc4ccccc4)CC3)n2)cc1",
  "symbols": ["C", "C", "C", "C", "C", "C", "N", "N", "N", "C", "C", "O", "N", "C", "C", "C", "N", "C", "C", "C", "C", "C", "C", "C", "C", "C", "N", "C", "C", "H", "H", "H", "H", "H", "H", "H", "H", "H", "H", "H", "H", "H", "H", "H", "H", "H", "H", "H", "H", "H", "H", "H", "H", "H", "H"],
  "xyz": [[-5.76, -0.88, 0.65], [-4.39, -1.43, 0.41], [-4.03, -2.69, 0.90], [-2.77, -3.20, 0.68], [-1.83, -2.46, -0.03], [-0.53, -3.04, -0.29], [-0.21, -4.32, -0.02], [1.00, -4.49, -0.41], [1.42, -3.35, -0.90], [2.73, -3.15, -1.42], [3.59, -2.24, -0.51], [4.75, -2.49, -0.28], [2.93, -1.17, -0.04], [3.55, -0.21, 0.84], [2.60, 0.19, 1.97], [1.49, 1.12, 1.47], [2.09, 2.28, 0.85], [1.19, 3.42, 0.69], [-0.06, 3.16, -0.12], [-0.02, 3.16, -1.51], [-1.16, 2.90, -2.24], [-2.36, 2.66, -1.60], [-2.41, 2.66, -0.22], [-1.26, 2.90, 0.52], [2.82, 1.90, -0.34], [4.01, 1.04, 0.08], [0.50, -2.41, -0.85], [-2.17, -1.21, -0.52], [-3.44, -0.71, -0.31], [-5.85, -0.55, 1.68], [-5.97, -0.04, 0.00], [-6.52, -1.65, 0.49], [-4.76, -3.26, 1.46], [-2.50, -4.18, 1.05], [2.67, -2.69, -2.41], [3.22, -4.12, -1.49], [1.96, -1.04, -0.30], [4.43, -0.72, 1.25], [3.17, 0.72, 2.73], [2.16, -0.70, 2.42], [0.89, 1.45, 2.33], [0.81, 0.58, 0.78], [1.77, 4.22, 0.23], [0.91, 3.74, 1.70], [0.91, 3.38, -2.02], [-1.12, 2.91, -3.32], [-3.26, 2.47, -2.18], [-3.35, 2.48, 0.30], [-1.31, 2.90, 1.60], [3.18, 2.80, -0.83], [2.19, 1.35, -1.06], [4.65, 1.63, 0.73], [4.58, 0.74, -0.80], [-1.45, -0.63, -1.08], [-3.70, 0.26, -0.71]],
  "mulliken_charge": [-1.559, 0.881, -0.505, -0.842, 0.475, 0.329, -0.277, -0.870, 0.980, -0.692, 0.712, -0.666, 0.148, -0.409, -1.270, -0.308, 0.147, -1.985, 0.947, -0.134, -0.823, -0.495, -0.512, -0.213, -0.428, -1.195, -0.641, -0.637, -0.422, 0.300, 0.357, 0.406, 0.410, 0.486, 0.267, 0.331, 0.306, 0.449, 0.428, 0.446, 0.452, 0.160, 0.561, 0.509, 0.394, 0.417, 0.391, 0.426, 0.344, 0.445, 0.278, 0.439, 0.454, 0.539, 0.270]
}

***

Entry 5:
{
  "formula": "C12H24Cl2GdN2S",
  "method": "ωB97M-V/def2-TZVPD",
  "spin_multiplicity": 8,
  "gap_ev": [5.34, 5.01],
  "charge": -1,
  "relative_energy_kcal_mol": 0.0,
  "lumo_ev": [2.61, 2.61],
  "total_energy_ev": -72529.4181,
  "symbols": ["Gd", "Cl", "Cl", "C", "H", "H", "C", "C", "H", "C", "H", "C", "H", "H", "C", "H", "H", "C", "H", "H", "H", "H", "C", "C", "N", "C", "S", "N", "C", "C", "H", "H", "H", "H", "H", "H", "H", "H", "H", "H", "H", "H"],
  "xyz": [[0.75, 1.84, -1.02], [3.14, 1.02, -0.43], [-1.78, 1.14, -1.23], [0.86, 3.92, -0.59], [0.06, 4.57, -1.00], [1.69, 4.36, -1.23], [0.10, -0.70, -3.50], [0.55, 0.52, -3.40], [-0.91, -0.84, -3.12], [2.00, 0.86, -3.49], [-0.12, 1.35, -3.17], [2.70, 0.06, -4.61], [2.19, 1.95, -3.51], [2.41, 0.43, -2.55], [2.38, -1.44, -4.35], [2.29, 0.38, -5.61], [3.78, 0.26, -4.54], [0.90, -1.84, -4.03], [2.71, -2.00, -5.22], [2.97, -1.75, -3.46], [0.45, -2.29, -4.94], [0.91, -2.61, -3.23], [-0.20, -1.06, 5.75], [-0.27, -0.29, 4.44], [-0.20, -1.22, 3.27], [-0.48, -0.71, 2.02], [0.60, -0.78, 0.70], [-1.70, -0.14, 1.87], [-2.87, -0.60, 2.65], [-3.96, 0.45, 2.61], [-0.97, -1.84, 5.81], [-0.38, -0.35, 6.57], [0.78, -1.51, 5.90], [-1.19, 0.29, 4.37], [0.58, 0.41, 4.38], [0.66, -1.76, 3.27], [-1.89, 0.18, 0.90], [-3.24, -1.56, 2.24], [-2.54, -0.79, 3.67], [-4.27, 0.67, 1.59], [-4.83, 0.06, 3.16], [-3.63, 1.37, 3.10]],
  "mulliken_charge": [0.504, -0.578, -0.679, -1.001, 0.217, 0.138, -0.550, -0.322, 0.338, -0.559, 0.985, -0.772, 0.305, 0.134, -0.741, 0.329, 0.345, -0.433, 0.358, 0.253, 0.321, 0.231, -1.187, -0.357, -0.205, -0.076, -0.211, 0.282, -0.180, -1.170, 0.299, 0.355, 0.335, 0.284, 0.346, 0.326, -0.076, 0.265, 0.179, 0.306, 0.383, 0.280]
}

***

Entry 6:
{
  "formula": "C3H4N4S",
  "method": "ωB97M-V/def2-TZVPD",
  "gap_ev": 7.70,
  "charge": 0,
  "relative_energy_kcal_mol": 22.5,
  "lumo_ev": -0.49,
  "total_energy_ev": -19969.6602,
  "smiles": "[H]/N=c1\\nnc(S)c[nH]1",
  "symbols": ["H", "N", "C", "N", "N", "C", "S", "C", "N", "H", "H", "H"],
  "xyz": [[1.86, -1.40, 2.19], [1.80, -1.60, 1.22], [0.95, -0.81, 0.73], [0.24, 0.17, 1.48], [-0.60, 0.93, 0.93], [-0.91, 0.86, -0.42], [-2.11, 1.99, -1.03], [-0.27, -0.06, -1.20], [0.64, -0.88, -0.63], [-2.29, 2.54, 0.17], [-0.44, -0.17, -2.26], [1.11, -1.55, -1.17]],
  "mulliken_charge": [0.293, -0.694, 0.438, -0.498, -0.200, 0.370, -0.277, -0.140, -0.052, 0.176, 0.364, 0.219]
}

***

Entry 7:
{
  "formula": "C4H5ClFN",
  "method": "ωB97M-V/def2-TZVPD",
  "spin_multiplicity": 3,
  "gap_ev": [6.43, 8.48],
  "charge": 0,
  "relative_energy_kcal_mol": 7.5,
  "lumo_ev": [0.88, -1.62],
  "total_energy_ev": -20952.3528,
  "symbols": ["C", "C", "C", "C", "N", "F", "Cl", "H", "H", "H", "H", "H"],
  "xyz": [[-2.26, -0.62, -0.01], [1.77, 0.86, 0.46], [-2.23, 0.54, 0.66], [1.32, -0.17, -0.22], [-2.43, -1.75, -0.30], [-3.19, 1.49, 0.33], [0.85, -1.76, 0.42], [1.96, 1.70, -0.05], [1.93, 0.94, 1.46], [-1.84, 0.47, 1.61], [1.30, -0.10, -1.23], [-2.09, -2.32, -1.07]],
  "mulliken_charge": [0.149, -0.624, -0.300, -0.201, -0.342, -0.139, -0.170, 0.282, 0.326, 0.339, 0.382, 0.298]
}